1.
ORCA calculation (ωB97M-V/def2-TZVPD) on a structure of composition C36H34N5O10STi.

Structure (XYZ):
```
87
Properties=species:S:1:pos:R:3:lowdin_charge:R:1
Ti 0.09 -0.20 -0.01 1.110
C 1.60 2.45 -0.88 -0.155
C 1.25 2.92 0.52 -0.165
N 0.29 1.99 1.15 -0.113
C 0.46 1.99 2.61 -0.230
C 1.68 1.17 3.04 -0.371
S 2.10 -0.18 1.90 1.010
C 3.46 0.55 0.93 -0.383
C 3.16 0.51 -0.57 -0.228
N 1.82 1.00 -0.89 -0.136
H 2.49 2.98 -1.25 0.132
H 0.77 2.65 -1.55 0.127
H 0.85 3.94 0.49 0.135
H 2.14 2.96 1.14 0.102
H -0.65 2.28 0.92 0.110
H -0.44 1.57 3.05 0.096
H 0.57 3.01 2.98 0.129
H 1.48 0.70 4.00 0.085
H 2.57 1.78 3.15 0.076
H 4.36 -0.03 1.13 0.084
H 3.64 1.56 1.28 0.070
H 3.22 -0.52 -0.92 0.120
H 3.93 1.08 -1.11 0.132
H 1.59 0.66 -1.83 0.092
O -1.61 -1.34 -0.65 -0.112
C -2.47 -0.87 -1.69 -0.275
C -2.04 0.61 -1.85 -0.488
O -2.61 1.36 -2.60 0.136
O -1.05 0.98 -1.05 -0.140
C -3.93 -0.94 -1.27 -0.132
C -4.32 -1.38 -0.01 -0.018
C -5.67 -1.45 0.32 -0.067
C -6.63 -1.08 -0.60 -0.087
C -6.25 -0.64 -1.86 -0.066
C -4.91 -0.58 -2.20 -0.011
C -2.23 -1.73 -2.93 -0.136
C -1.69 -1.25 -4.11 -0.011
C -1.42 -2.12 -5.16 -0.057
C -1.69 -3.48 -5.03 -0.083
C -2.26 -3.96 -3.86 -0.075
C -2.53 -3.09 -2.82 -0.017
H -1.85 -2.20 -0.25 0.083
H -3.58 -1.65 0.73 0.105
H -5.95 -1.79 1.30 0.106
H -7.68 -1.13 -0.34 0.101
H -6.99 -0.35 -2.59 0.105
H -4.60 -0.24 -3.18 0.124
H -1.45 -0.20 -4.21 0.120
H -0.98 -1.74 -6.07 0.108
H -1.47 -4.16 -5.85 0.106
H -2.49 -5.01 -3.76 0.108
H -2.99 -3.47 -1.91 0.127
C -0.74 -2.49 5.38 -0.077
C 0.09 -2.76 4.28 -0.068
C -0.06 -2.07 3.11 -0.104
C -1.05 -1.06 2.95 -0.177
C -1.21 -0.31 1.74 -0.149
C -2.30 0.54 1.68 -0.150
C -3.17 0.76 2.77 -0.071
C -2.97 0.10 3.94 -0.038
C -1.91 -0.83 4.06 -0.166
C -1.73 -1.55 5.26 -0.038
H -0.62 -3.04 6.30 0.102
H 0.85 -3.53 4.35 0.108
H 0.57 -2.32 2.27 0.056
H -2.50 1.11 0.78 0.100
H -4.00 1.45 2.65 0.109
H -3.62 0.27 4.79 0.111
H -2.40 -1.35 6.09 0.110
O 1.39 -6.24 -4.42 0.085
N 0.89 -6.40 -3.32 -0.351
O 0.45 -7.45 -2.90 0.077
C 0.80 -5.22 -2.45 -0.136
C 0.22 -5.37 -1.20 0.078
C 0.13 -4.25 -0.41 -0.062
C 0.63 -3.00 -0.78 -0.217
O 0.74 -1.99 0.06 -0.207
C 1.08 -2.89 -2.11 -0.091
C 1.22 -4.00 -2.93 0.099
N 1.35 -1.60 -2.57 -0.308
O 2.15 -1.37 -3.51 -0.001
O 0.48 -0.67 -2.18 -0.187
N -0.62 -4.36 0.85 -0.309
O -0.31 -5.21 1.64 0.135
O -1.58 -3.61 0.98 0.083
H -0.15 -6.33 -0.87 0.138
H 1.61 -3.88 -3.93 0.137
```

* ΔE to the lowest compared entry with this formula, charge and spin: 0.0 kJ/mol
* net charge: 0
* Kohn-Sham gap (spin up / spin down): 6.17 / 7.57 eV
* E: -99755.372 eV
* multiplicity: 2



2.
ORCA calculation (ωB97M-V/def2-TZVPD) on the ion C22H46BN4O2 with charge +1 at a distorted geometry.

Structure (XYZ):
```
75
Properties=species:S:1:pos:R:3:lowdin_charge:R:1
C 0.90 -2.35 3.67 -0.123
C 2.05 -3.01 2.74 -0.245
C 3.07 -1.82 2.39 -0.228
C 4.05 -2.21 1.17 -0.197
C 3.53 -1.54 -0.20 -0.215
C 4.75 -0.72 -0.84 -0.204
C 4.11 0.31 -1.90 -0.214
C 4.03 1.73 -1.16 -0.213
C 3.00 2.66 -1.97 -0.206
C 2.00 3.40 -0.97 -0.218
C 0.59 3.76 -1.60 -0.215
C -0.37 4.58 -0.58 -0.199
C -1.80 3.90 -0.42 -0.189
C -2.30 4.11 1.10 -0.197
C -2.93 2.81 1.76 -0.205
C -1.88 1.88 2.53 -0.200
C -0.46 1.71 1.82 -0.173
C -0.44 0.82 0.50 -0.186
C -1.81 0.08 0.15 -0.189
C -1.46 -1.02 -0.98 -0.105
C -2.59 -2.09 -1.18 -0.138
N -3.55 -2.37 -0.17 0.219
C -4.32 -3.41 -0.79 -0.271
N -5.36 -3.98 -0.14 0.148
N -3.79 -3.69 -2.07 0.088
B -4.45 -4.80 -2.87 -0.494
O -5.13 -4.57 -4.10 0.147
O -4.35 -6.12 -2.33 0.167
N -2.73 -2.90 -2.36 0.175
H 0.68 -3.04 4.54 0.068
H 1.30 -1.35 4.03 0.069
H -0.06 -2.26 3.07 0.057
H 2.66 -3.75 3.36 0.110
H 1.63 -3.52 1.82 0.097
H 2.53 -0.87 2.09 0.085
H 3.71 -1.58 3.31 0.117
H 3.98 -3.34 1.05 0.106
H 5.12 -1.88 1.34 0.103
H 3.26 -2.40 -0.90 0.108
H 2.67 -0.83 -0.04 0.081
H 5.42 -1.40 -1.46 0.114
H 5.30 -0.19 -0.01 0.106
H 4.72 0.38 -2.86 0.113
H 3.03 0.02 -2.15 0.097
H 3.67 1.52 -0.10 0.099
H 5.04 2.25 -1.08 0.121
H 2.48 2.05 -2.77 0.099
H 3.63 3.44 -2.52 0.113
H 1.91 2.74 -0.04 0.090
H 2.54 4.35 -0.62 0.126
H 0.75 4.44 -2.50 0.115
H 0.04 2.85 -2.00 0.092
H -0.46 5.63 -1.00 0.112
H 0.21 4.67 0.39 0.094
H -1.85 2.82 -0.76 0.075
H -2.50 4.47 -1.12 0.115
H -1.49 4.61 1.72 0.108
H -3.15 4.88 1.03 0.111
H -3.53 2.26 0.97 0.094
H -3.67 3.17 2.54 0.111
H -2.34 0.88 2.81 0.104
H -1.68 2.41 3.52 0.118
H 0.24 1.20 2.57 0.109
H 0.02 2.71 1.55 0.095
H -0.14 1.42 -0.40 0.081
H 0.34 0.00 0.64 0.093
H -2.57 0.77 -0.34 0.104
H -2.29 -0.44 1.03 0.105
H -0.55 -1.59 -0.56 0.129
H -1.10 -0.55 -1.95 0.130
H -6.28 -3.52 -0.15 0.135
H -5.26 -4.82 0.43 0.136
H -4.49 -4.81 -4.80 0.125
H -3.70 -6.07 -1.60 0.115
H -2.18 -2.90 -3.22 0.200
```

* ΔE to the lowest compared entry with this formula, charge and spin: 354.9 kJ/mol
* SMILES: CCCCCCCCCCCCCCCCCCCCc1nc(N)n(B(O)O)[nH+]1
* net charge: +1
* Kohn-Sham gap: 7.72 eV
* E: -34284.181 eV
* multiplicity: 1



3.
ORCA calculation (ωB97M-V/def2-TZVPD) on a cluster of 3 separate species, C29H46F16N4O4P in total at a distorted geometry.

Structure (XYZ):
```
100
Properties=species:S:1:pos:R:3:lowdin_charge:R:1
C 1.42 7.28 1.76 -0.104
C 2.66 6.40 1.74 -0.249
C 3.07 5.93 0.34 -0.207
C 4.47 6.41 -0.10 -0.189
C 5.44 5.30 -0.46 -0.202
C 5.45 4.12 0.52 -0.183
C 4.74 2.86 -0.01 -0.194
C 3.81 2.15 0.99 -0.206
C 4.33 0.76 1.36 -0.204
C 4.27 -0.25 0.24 -0.191
C 2.87 -0.73 -0.15 -0.209
C 2.62 -0.74 -1.65 -0.176
C 2.76 0.67 -2.23 -0.169
C 1.66 1.01 -3.23 -0.105
C 0.41 1.44 -2.58 -0.153
N -0.66 0.67 -2.78 0.155
N -1.79 1.02 -2.16 -0.184
P -3.23 -0.09 -2.60 0.903
N -3.84 -0.28 -1.04 -0.152
O -4.21 1.00 -3.25 -0.270
C -1.88 2.05 -1.34 -0.019
C -0.80 2.89 -1.08 -0.104
C -0.88 4.02 -0.13 -0.181
N -0.12 3.78 1.11 0.061
C 0.35 2.58 -1.75 -0.167
O 1.48 3.33 -1.60 0.089
H 0.90 7.20 2.70 0.069
H 0.73 7.04 0.96 0.051
H 1.70 8.32 1.65 0.073
H 2.45 5.53 2.35 0.091
H 3.46 6.95 2.20 0.098
H 2.35 6.37 -0.35 0.092
H 2.98 4.86 0.26 0.074
H 4.35 7.02 -0.98 0.103
H 4.90 7.02 0.68 0.105
H 6.42 5.74 -0.46 0.105
H 5.26 4.95 -1.46 0.104
H 6.49 3.84 0.64 0.106
H 5.06 4.40 1.48 0.106
H 5.49 2.14 -0.29 0.100
H 4.21 3.12 -0.91 0.085
H 3.76 2.74 1.89 0.104
H 2.80 2.09 0.62 0.071
H 5.35 0.90 1.66 0.118
H 3.80 0.39 2.23 0.114
H 4.81 0.14 -0.61 0.101
H 4.83 -1.12 0.57 0.115
H 2.13 -0.09 0.32 0.095
H 2.74 -1.73 0.22 0.096
H 1.60 -1.06 -1.81 0.090
H 3.30 -1.44 -2.12 0.123
H 2.82 1.37 -1.41 0.070
H 3.70 0.76 -2.75 0.124
H 2.01 1.79 -3.90 0.132
H 1.45 0.15 -3.84 0.127
H -3.40 0.26 -0.30 0.032
H -4.84 -0.12 -1.01 0.057
H -4.39 1.78 -2.70 0.064
H -2.83 2.24 -0.86 0.131
H -0.43 4.88 -0.60 0.115
H -1.91 4.23 0.15 0.123
H 0.82 3.47 0.87 0.051
H -0.53 2.99 1.60 0.080
H 1.36 4.24 -1.91 0.147
C 0.64 -4.11 1.43 -0.031
C -0.10 -3.49 0.22 -0.430
C -0.54 -2.02 0.28 -0.297
F -1.46 -1.80 1.22 0.104
F -1.10 -1.70 -0.92 0.045
F -1.16 -4.25 -0.11 0.132
F 0.78 -3.54 -0.82 0.107
O -0.08 -4.94 2.32 0.050
C -0.68 -4.51 3.48 -0.538
C -2.18 -4.82 3.48 -0.290
F -2.79 -4.16 2.47 0.093
F -2.72 -4.40 4.64 0.110
F -0.44 -3.22 3.75 0.152
F -0.16 -5.23 4.50 0.157
H 1.35 -4.80 0.96 0.152
H 1.25 -3.38 1.95 0.145
H 0.31 -1.36 0.45 0.145
H -2.35 -5.89 3.36 0.167
C -6.92 -5.48 0.46 -0.028
C -7.35 -5.15 -0.99 -0.439
C -7.81 -6.29 -1.91 -0.315
F -6.82 -7.15 -2.16 0.107
F -8.20 -5.75 -3.09 0.100
F -6.39 -4.43 -1.60 0.129
F -8.44 -4.35 -0.87 0.099
O -5.53 -5.52 0.77 0.043
C -4.76 -6.66 0.76 -0.536
C -3.57 -6.52 -0.20 -0.295
F -4.00 -6.37 -1.46 0.112
F -2.83 -7.65 -0.13 0.106
F -5.46 -7.78 0.55 0.168
F -4.21 -6.77 2.00 0.129
H -7.27 -4.61 1.02 0.146
H -7.46 -6.33 0.87 0.148
H -8.66 -6.82 -1.47 0.174
H -2.96 -5.66 0.08 0.149
```

* net charge: +1
* Kohn-Sham gap: 8.47 eV
* E: -97732.278 eV
* multiplicity: 1



4.
ORCA calculation (ωB97M-V/def2-TZVPD) on a cluster of 11 separate species, C24H66BN22O12 in total at a distorted geometry.

Structure (XYZ):
```
125
Properties=species:S:1:pos:R:3:lowdin_charge:R:1
C 0.45 -2.27 -0.98 0.027
C -0.37 -1.19 -0.64 -0.077
C -1.27 0.13 -0.23 -0.174
C -2.42 0.50 -1.39 -0.181
C -1.83 0.65 -2.90 -0.155
C -0.85 1.92 -3.18 -0.269
B -1.01 3.19 -2.14 -0.454
N -0.12 3.50 -0.95 0.109
O -2.12 4.17 -2.40 -0.002
C 0.73 1.52 -3.21 -0.080
C 1.29 0.87 -4.61 -0.384
C 1.18 -0.80 -4.62 -0.045
C 2.94 1.15 -4.58 -0.071
N 0.80 1.52 -5.88 -0.116
O 1.27 0.92 -6.99 -0.070
C -0.69 1.73 -5.94 -0.405
C -1.56 0.35 -6.27 -0.063
C -0.95 2.71 -7.27 -0.073
C -1.32 2.54 -4.67 -0.078
H 1.02 -3.12 -1.59 0.074
H -1.91 -0.19 0.72 0.100
H -0.65 1.06 0.10 0.096
H -3.13 -0.46 -1.40 0.126
H -3.14 1.38 -1.04 0.130
H -2.77 0.66 -3.64 0.126
H -1.25 -0.35 -3.15 0.099
H 0.53 2.72 -0.70 0.054
H 0.53 4.32 -1.16 0.103
H -1.66 5.06 -2.19 0.088
H 1.39 2.45 -2.92 0.121
H 0.88 0.69 -2.37 0.131
H 0.69 -1.22 -3.63 0.058
H 2.27 -1.27 -4.64 0.094
H 0.66 -1.21 -5.60 0.084
H 3.03 2.34 -4.66 0.099
H 3.42 0.85 -3.56 0.100
H 3.42 0.62 -5.51 0.074
H -1.47 -0.48 -5.45 0.066
H -1.14 -0.10 -7.30 0.098
H -2.71 0.59 -6.42 0.099
H -0.75 2.10 -8.27 0.090
H -2.12 2.91 -7.26 0.094
H -0.32 3.70 -7.24 0.092
H -2.52 2.53 -4.72 0.142
H -1.03 3.69 -4.77 0.136
C -2.00 8.03 -2.93 -0.713
O -1.05 7.26 -2.90 0.008
N -2.96 7.96 -3.88 0.155
N -2.17 9.01 -2.04 0.159
H -3.75 8.58 -3.92 0.099
H -2.87 7.23 -4.57 0.113
H -1.47 9.10 -1.31 0.108
H -2.95 9.66 -2.05 0.088
C -4.12 9.38 1.11 -0.712
O -3.45 10.10 0.38 0.010
N -5.41 9.65 1.41 0.150
N -3.63 8.27 1.68 0.156
H -5.97 9.07 2.01 0.098
H -5.81 10.48 1.00 0.113
H -2.67 8.03 1.48 0.114
H -4.17 7.66 2.28 0.099
C -2.95 0.01 3.65 -0.723
O -3.10 -0.85 2.79 0.012
N -2.02 -0.07 4.61 0.163
N -3.71 1.12 3.70 0.150
H -1.88 0.63 5.32 0.098
H -1.42 -0.89 4.61 0.094
H -4.43 1.23 2.99 0.112
H -3.60 1.84 4.40 0.096
C 5.13 1.42 -8.95 -0.729
O 5.80 2.13 -9.68 0.010
N 3.84 1.68 -8.65 0.160
N 5.61 0.30 -8.38 0.156
H 3.28 1.10 -8.05 0.055
H 3.44 2.51 -9.06 0.112
H 6.58 0.06 -8.58 0.113
H 5.08 -0.30 -7.78 0.076
C 5.19 -3.55 -8.40 -0.719
O 5.91 -2.84 -7.71 0.015
N 4.32 -3.06 -9.29 0.156
N 5.22 -4.89 -8.32 0.149
H 3.72 -3.63 -9.87 0.099
H 4.27 -2.05 -9.39 0.098
H 5.86 -5.31 -7.65 0.113
H 4.64 -5.50 -8.87 0.098
C -1.09 -4.17 5.28 -0.727
O -0.43 -3.46 4.56 0.028
N -2.38 -3.91 5.58 0.142
N -0.61 -5.29 5.85 0.167
H -2.95 -4.49 6.18 0.109
H -2.78 -3.08 5.18 0.106
H 0.36 -5.53 5.65 0.115
H -1.14 -5.89 6.46 0.104
C -0.88 -1.88 8.95 -0.687
O 0.06 -2.65 8.99 0.019
N -1.84 -1.95 8.00 0.165
N -1.06 -0.89 9.85 0.165
H -2.63 -1.32 7.96 0.098
H -1.75 -2.68 7.31 0.064
H -0.36 -0.80 10.57 0.111
H -1.83 -0.25 9.83 0.098
C 1.26 -6.33 9.70 -0.729
O 0.13 -6.70 9.95 0.019
N 2.35 -7.08 9.94 0.146
N 1.53 -5.12 9.16 0.146
H 3.29 -6.79 9.73 0.093
H 2.19 -8.00 10.34 0.111
H 0.74 -4.52 8.97 0.062
H 2.45 -4.80 8.94 0.103
C 3.01 -2.59 12.23 -0.718
O 2.18 -1.71 12.06 0.018
N 2.92 -3.79 11.63 0.159
N 4.09 -2.43 13.02 0.145
H 3.59 -4.53 11.75 0.094
H 2.12 -3.95 11.03 0.078
H 4.20 -1.54 13.48 0.111
H 4.78 -3.15 13.16 0.095
C -0.50 -6.48 -1.15 -0.727
O -0.09 -6.54 -2.30 0.013
N -0.97 -5.35 -0.60 0.155
N -0.50 -7.55 -0.33 0.144
H -1.31 -5.28 0.34 0.101
H -0.99 -4.53 -1.19 0.076
H -0.14 -8.42 -0.70 0.110
H -0.82 -7.52 0.62 0.096
```

* net charge: 0
* Kohn-Sham gap (spin up / spin down): 8.80 / 8.83 eV
* E: -83988.789 eV
* multiplicity: 2



5.
ORCA calculation (ωB97M-V/def2-TZVPD) on a cluster of 6 separate species, C28H33F15NO12 in total at a distorted geometry.

Structure (XYZ):
```
89
Properties=species:S:1:pos:R:3:lowdin_charge:R:1
N -0.93 4.44 -1.16 -0.083
C -1.60 3.94 -2.39 -0.327
O -2.72 3.01 -2.12 -0.179
C -2.58 2.30 -0.91 -0.422
O -3.43 2.54 0.01 -0.040
C -1.47 1.22 -0.57 -0.066
C -1.80 0.22 0.59 -0.008
C -0.78 -0.86 1.05 -0.090
C 0.61 -0.95 0.36 -0.092
C 0.98 -0.01 -0.80 -0.066
C -0.09 1.07 -1.23 -0.014
H -1.58 4.83 -0.46 0.041
H -0.24 3.79 -0.75 0.014
H -0.79 3.30 -2.93 0.020
H -2.83 0.32 1.11 0.097
H -1.05 -1.56 1.92 0.072
H 1.37 -1.73 0.73 0.073
H 2.00 -0.03 -1.33 0.074
H 0.23 1.77 -2.07 0.066
C -3.94 5.72 2.64 -0.058
C -4.26 6.97 1.84 -0.198
O -3.81 8.15 2.52 0.014
C -2.50 8.45 2.37 -0.374
O -1.72 7.80 1.72 0.172
C -2.17 9.75 3.11 -0.511
F -2.71 9.79 4.34 0.147
F -2.63 10.83 2.45 0.151
F -0.84 9.93 3.27 0.152
H -4.35 5.81 3.65 0.078
H -4.36 4.84 2.16 0.085
H -2.87 5.59 2.75 0.079
H -5.34 7.07 1.73 0.123
H -3.84 6.91 0.83 0.130
C 4.26 5.18 0.85 -0.067
C 3.12 5.18 -0.15 -0.199
O 3.48 4.43 -1.32 0.023
C 3.33 3.09 -1.23 -0.367
O 2.93 2.52 -0.25 0.159
C 3.69 2.43 -2.55 -0.506
F 4.83 2.92 -3.09 0.143
F 2.73 2.60 -3.48 0.162
F 3.87 1.09 -2.43 0.132
H 5.18 5.55 0.39 0.079
H 4.02 5.82 1.71 0.081
H 4.46 4.18 1.22 0.075
H 2.92 6.20 -0.48 0.129
H 2.20 4.80 0.29 0.125
C -6.49 -3.57 -0.25 -0.060
C -5.89 -4.94 -0.03 -0.209
O -4.46 -4.89 -0.12 0.021
C -3.81 -4.49 0.99 -0.364
O -4.35 -4.19 2.02 0.165
C -2.30 -4.52 0.77 -0.510
F -1.94 -3.99 -0.41 0.163
F -1.81 -5.79 0.78 0.141
F -1.62 -3.84 1.71 0.143
H -6.15 -3.14 -1.19 0.087
H -7.58 -3.62 -0.26 0.081
H -6.19 -2.88 0.54 0.081
H -6.23 -5.62 -0.82 0.123
H -6.20 -5.38 0.92 0.123
C 6.02 0.68 -5.02 -0.059
C 6.92 -0.47 -4.62 -0.197
O 8.25 -0.28 -5.15 0.020
C 9.06 0.53 -4.44 -0.370
O 8.74 1.08 -3.42 0.169
C 10.44 0.60 -5.09 -0.512
F 10.38 0.76 -6.43 0.152
F 11.15 -0.53 -4.87 0.152
F 11.18 1.62 -4.62 0.155
H 6.02 0.81 -6.10 0.086
H 5.00 0.50 -4.68 0.076
H 6.36 1.62 -4.58 0.070
H 6.54 -1.40 -5.05 0.126
H 6.95 -0.61 -3.54 0.128
C -0.72 -9.77 2.70 -0.061
C -1.89 -8.81 2.64 -0.205
O -3.11 -9.48 2.98 0.021
C -3.37 -9.62 4.29 -0.368
O -2.64 -9.23 5.17 0.167
C -4.72 -10.31 4.50 -0.512
F -4.89 -11.37 3.69 0.151
F -5.75 -9.47 4.26 0.156
F -4.88 -10.76 5.76 0.156
H -0.90 -10.64 2.07 0.083
H 0.20 -9.28 2.37 0.084
H -0.57 -10.14 3.72 0.077
H -2.00 -8.43 1.62 0.119
H -1.73 -7.94 3.29 0.128
```

* net charge: -1
* Kohn-Sham gap: 3.71 eV
* E: -96389.793 eV
* multiplicity: 1



6.
ORCA calculation (ωB97M-V/def2-TZVPD) on a cluster of 2 separate species, C2H8S3 in total.

Structure (XYZ):
```
13
Properties=species:S:1:pos:R:3:lowdin_charge:R:1
C -1.62 1.69 -0.05 -0.470
S -0.81 0.29 0.76 0.333
S -2.11 -0.32 2.20 0.307
H -2.71 1.62 0.04 0.026
H -1.29 1.72 -1.09 0.029
H -1.36 2.60 0.48 0.025
H -2.41 -1.52 1.68 -0.202
C 2.00 -1.48 -0.61 -0.548
S 2.54 -0.02 -1.50 0.624
H 1.98 -1.35 0.47 0.022
H 1.03 -1.84 -0.92 0.014
H 2.71 -2.28 -0.82 0.019
H 2.05 0.88 -0.64 -0.179
```

* ΔE to the lowest compared entry with this formula, charge and spin: 24.4 kJ/mol
* SMILES: CSS.CS
* net charge: 0
* Kohn-Sham gap: 9.48 eV
* E: -34709.145 eV
* multiplicity: 1